Density functional theory data (ωB97M-V with the def2-TZVPD basis set) for C3H6ErO4 as an isolated structure at a distorted geometry.

Output
- HOMO level (alpha / beta): -22.53 / -22.54 eV
- LUMO energy (alpha / beta): -16.571 / -17.355 eV
- Total charge: +3
- Molar mass: 273.34 Da
- Largest force on an atom: 5.617 eV/Å
- 2S+1: 4
- Frontier orbital gap (alpha / beta): 6.0 / 5.2 eV

Element x y z (Å)
O (-1.03665, -0.62692, -0.21444)
C (0.02493, -0.34840, 0.49886)
C (-1.70220, 0.60231, -0.56345)
O (1.92488, -1.78761, -0.09171)
O (0.32419, 0.96021, 0.50944)
C (-0.64015, 1.67753, -0.29299)
Er (3.17216, -0.31998, 1.13470)
H (-2.58707, 0.70504, 0.07410)
H (-1.98696, 0.54051, -1.61677)
H (-1.01626, 2.51241, 0.30431)
H (-0.09945, 2.01880, -1.18097)
O (0.37840, -1.04308, 1.50261)
H (2.21195, -2.55818, -0.59549)
H (1.03224, -2.33264, 0.53181)

Forces on the atoms, in the same order (eV/Å):
O 2.12 -0.81 0.76
C -4.64 1.50 2.78
C -0.59 0.96 -0.90
O -0.60 -1.84 2.50
O 2.00 -1.61 0.39
C -0.40 0.77 -0.99
Er -3.30 -1.29 -0.57
H 0.22 -0.20 -0.10
H -0.05 0.03 0.25
H 0.18 -0.13 -0.15
H -0.40 0.08 0.09
O 2.44 0.18 -1.77
H 0.71 -0.33 -1.10
H 2.33 2.68 -1.19

***

Density functional theory data (ωB97M-V with the def2-TZVPD basis set) for one molecule with the formula C4H6ClN at a distorted geometry.

Output
- SMILES string: CC(C)(Cl)C#N
- HOMO level: -11.40 eV
- LUMO energy: 0.770 eV
- Total charge: 0
- Molar mass: 103.55 Da
- Largest force on an atom: 5.694 eV/Å
- Frontier orbital gap: 12.2 eV
- Energy relative to the best compared isomer or geometry (same formula, charge and spin): 21.9 kcal per mole

Element x y z (Å)
C (-0.53589, 0.96002, -0.66597)
C (-0.56208, -0.57131, -0.53896)
C (0.40511, -1.05756, 0.60501)
Cl (-2.18377, -1.22122, -0.38038)
C (-0.07616, -1.10593, -2.02862)
N (0.21015, -1.40498, -3.07985)
H (-1.14376, 1.36452, 0.12480)
H (0.33082, 1.44529, -0.61295)
H (-1.04233, 1.22260, -1.48703)
H (0.33847, -0.66537, 1.63015)
H (1.40069, -0.91488, 0.11855)
H (0.27688, -2.10742, 0.67190)

Forces on the atoms, in the same order (eV/Å):
C -3.03 -2.78 2.68
C 2.38 0.07 -1.65
C 0.49 0.06 -2.18
Cl -0.53 0.08 0.27
C -1.19 1.40 5.39
N 0.65 -0.66 -2.25
H -0.26 0.04 0.72
H 4.01 1.26 0.05
H -1.70 1.04 -3.42
H -0.33 0.53 -0.78
H -0.43 0.11 0.97
H -0.06 -1.15 0.19

***

Density functional theory data (ωB97M-V with the def2-TZVPD basis set) for one molecule with the formula C5H10O at a distorted geometry.

Output
- SMILES string: CC(=O)C(C)C
- HOMO level: -8.32 eV
- LUMO energy: 0.703 eV
- Total charge: 0
- Molar mass: 86.13 Da
- Largest force on an atom: 7.125 eV/Å
- Frontier orbital gap: 9.0 eV
- Energy relative to the best compared isomer or geometry (same formula, charge and spin): 65.7 kcal per mole

Element x y z (Å)
C (-1.38804, 1.05865, -1.46690)
C (-0.39029, 0.72278, -0.36984)
O (-1.26951, 1.01969, 0.46277)
C (0.53542, -0.38819, -0.01756)
C (-0.17696, -1.42550, 0.81759)
C (1.66004, 0.26793, 0.76109)
H (-0.95639, 1.89123, -1.97160)
H (-1.36803, 0.19167, -2.09684)
H (-2.41117, 1.29794, -1.11657)
H (0.91358, -0.85245, -0.93076)
H (-0.96504, -1.92317, 0.24842)
H (-0.59967, -0.96337, 1.71062)
H (0.53797, -2.18984, 1.12702)
H (1.30649, 0.75103, 1.67939)
H (2.16173, 1.02765, 0.15795)
H (2.39377, -0.48849, 1.03140)

Forces on the atoms, in the same order (eV/Å):
C 1.79 0.08 -3.57
C -7.00 -0.28 1.31
O 2.95 0.26 5.25
C 0.99 0.48 -0.44
C -0.16 -0.37 0.21
C 0.74 -0.04 0.15
H -0.15 0.70 -1.30
H -0.34 -0.37 -1.15
H 0.96 -0.40 -0.33
H 0.19 0.10 -0.03
H -0.06 0.08 0.10
H -0.05 -0.08 -0.14
H 0.03 0.00 -0.01
H -0.13 -0.17 -0.22
H 0.06 -0.02 0.05
H 0.16 0.03 0.11

***

Density functional theory data (ωB97M-V with the def2-TZVPD basis set) for C3H4F2NPS as an isolated structure at a distorted geometry.

Output
- HOMO level: -9.59 eV
- LUMO energy: -1.549 eV
- Total charge: 0
- Molar mass: 155.11 Da
- Largest force on an atom: 4.753 eV/Å
- Frontier orbital gap: 8.0 eV
- Energy relative to the best compared isomer or geometry (same formula, charge and spin): 77.3 kcal per mole

Element x y z (Å)
C (1.56115, -1.17340, 1.25300)
C (-0.32345, 0.58863, -1.07662)
C (-0.59314, -0.89299, -0.86912)
N (-0.36784, 1.34846, 0.13570)
F (1.24737, 1.88213, 2.16514)
F (-0.32539, 0.13221, 2.61257)
P (0.57147, 0.64241, 1.26510)
S (0.73290, -1.85850, -0.05379)
H (0.62473, 0.79287, -1.51007)
H (-0.91201, 1.11811, -1.75802)
H (-1.56768, -1.07241, -0.23750)
H (-0.64811, -1.50752, -1.92638)

Forces on the atoms, in the same order (eV/Å):
C -1.85 2.36 -1.77
C 0.78 -0.39 0.27
C -1.77 -1.58 -1.95
N 2.42 -1.75 3.70
F -0.62 -2.49 -1.77
F 1.27 0.64 -2.28
P -1.98 1.96 3.46
S 0.66 0.04 1.04
H 1.34 -0.66 -0.76
H -1.86 0.04 -1.19
H 1.77 0.32 -1.31
H -0.15 1.51 2.57